A structure of composition C26H25AlBN11O2, computed with the ωB97M-V functional and the def2-TZVPD basis.

Structure (ORCA input):
```
! RIJCOSX wB97M-V def2-TZVPD def2/J DEFGRID3
* xyz 2 1
Al -0.01 0.15 -0.01
C 3.18 0.61 2.66
C 2.36 1.09 1.66
N 1.53 0.11 1.23
N 1.83 -0.99 1.97
C 2.81 -0.72 2.83
B 0.99 -2.26 1.73
N 1.01 -2.58 0.21
C 1.02 -3.82 -0.29
C 0.44 -3.81 -1.54
C 0.07 -2.49 -1.74
N 0.42 -1.72 -0.69
N -0.48 -1.91 2.04
C -1.37 -2.53 2.84
C -2.59 -1.90 2.71
C -2.36 -0.89 1.79
N -1.08 -0.89 1.38
H 3.95 1.15 3.20
H 2.33 2.07 1.21
H 3.20 -1.48 3.48
H 1.38 -3.19 2.38
H 1.43 -4.63 0.29
H 0.31 -4.64 -2.22
H -0.45 -2.09 -2.59
H -1.06 -3.36 3.45
H -3.51 -2.14 3.21
H -3.06 -0.16 1.41
O -5.88 4.16 -2.65
N -5.32 3.12 -2.89
O -5.68 2.28 -3.69
C -4.20 2.74 -1.99
C -4.21 3.28 -0.77
C -3.17 2.95 0.17
C -3.04 3.55 1.43
C -1.99 3.20 2.24
C -1.07 2.26 1.79
N -1.17 1.68 0.59
C -2.21 2.01 -0.20
C -2.25 1.41 -1.50
N -1.23 0.55 -1.77
C -1.02 0.24 -3.04
C -1.88 0.65 -4.07
C -2.99 1.39 -3.78
C -3.19 1.82 -2.45
H -4.98 3.98 -0.50
H -3.77 4.28 1.75
H -1.86 3.65 3.22
H -0.24 1.94 2.42
H -0.13 -0.33 -3.28
H -1.66 0.36 -5.09
H -3.68 1.68 -4.55
C 4.45 0.68 -2.98
C 3.21 1.24 -2.38
C 2.67 2.51 -2.42
C 1.50 2.47 -1.64
N 1.33 1.24 -1.14
N 2.37 0.51 -1.62
C 0.56 3.61 -1.40
H 4.74 1.24 -3.86
H 4.33 -0.37 -3.26
H 5.28 0.74 -2.26
H 3.06 3.36 -2.95
H 2.52 -0.43 -1.30
H 1.01 4.53 -1.77
H 0.35 3.74 -0.34
H -0.39 3.47 -1.93
*
```

Largest force on an atom   0.978 eV Å⁻¹
LUMO energy   -0.2439 hartree
Relative energy (zero: lowest compared OMol25 entry of this formula, charge and spin)   3.97 kcal/mol
E_HOMO   -14.86 eV
HOMO-LUMO gap   8.223 eV

***

A cluster of 2 separate species, C3H11N3 in total in a non-equilibrium geometry, computed with the ωB97M-V functional and the def2-TZVPD basis.

Structure (ORCA input):
```
! RIJCOSX wB97M-V def2-TZVPD def2/J DEFGRID3
* xyz 0 1
C 1.91 -1.36 0.16
N 1.89 -0.42 -0.71
C 2.73 0.88 -0.53
H 1.25 -2.16 0.10
H 2.32 -1.29 1.19
H 2.36 1.46 -1.41
H 2.40 1.42 0.49
H 3.84 0.66 -0.33
N -1.10 0.76 -0.32
C -1.98 -0.33 0.15
N -3.12 0.15 0.92
H -0.94 1.32 0.59
H -0.19 0.47 -0.63
H -1.41 -1.09 0.75
H -2.45 -0.84 -0.75
H -3.78 0.75 0.40
H -3.01 0.69 1.77
*
```

Largest force on an atom   3.810 eV Å⁻¹
LUMO energy   0.0315 hartree
Relative energy (zero: lowest compared OMol25 entry of this formula, charge and spin)   60.62 kcal/mol
E_HOMO   -9.18 eV
HOMO-LUMO gap   10.033 eV

***

An isolated molecule of C21H30O4, computed with the ωB97M-V functional and the def2-TZVPD basis.

Structure (ORCA input):
```
! RIJCOSX wB97M-V def2-TZVPD def2/J DEFGRID3
* xyz 0 1
C 3.10 2.73 -2.42
O 2.12 2.93 -1.44
C 1.99 2.01 -0.44
C 2.78 0.88 -0.33
C 2.61 -0.02 0.72
C 3.42 -1.22 0.87
C 4.50 -1.56 0.16
C 5.30 -2.81 0.40
O 5.51 -3.56 -0.77
C 1.62 0.23 1.67
C 0.81 1.35 1.57
O -0.19 1.66 2.44
C -0.43 0.79 3.52
C 0.98 2.26 0.51
O 0.16 3.35 0.49
C -0.53 3.62 -0.74
C -1.13 2.37 -1.31
C -2.13 1.71 -0.73
C -2.83 2.23 0.49
C -2.56 0.36 -1.23
C -1.96 -0.74 -0.34
C -2.37 -2.10 -0.80
C -3.47 -2.76 -0.45
C -3.79 -4.11 -1.03
C -4.50 -2.25 0.51
H 4.11 2.71 -1.99
H 2.93 1.80 -2.98
H 3.02 3.57 -3.10
H 3.54 0.69 -1.06
H 3.11 -1.88 1.67
H 4.86 -0.94 -0.64
H 4.78 -3.47 1.09
H 6.27 -2.53 0.85
H 5.90 -2.99 -1.44
H 1.49 -0.47 2.47
H -0.71 -0.21 3.17
H -1.26 1.22 4.07
H 0.44 0.71 4.18
H -1.30 4.34 -0.45
H 0.15 4.08 -1.46
H -0.65 1.96 -2.18
H -2.12 2.35 1.31
H -3.62 1.55 0.81
H -3.27 3.20 0.29
H -2.23 0.21 -2.26
H -3.65 0.28 -1.21
H -2.26 -0.57 0.69
H -0.87 -0.65 -0.38
H -1.71 -2.55 -1.53
H -3.05 -4.41 -1.76
H -4.77 -4.09 -1.51
H -3.83 -4.86 -0.23
H -5.41 -1.97 -0.03
H -4.15 -1.38 1.06
H -4.77 -3.03 1.22
*
```

Largest force on an atom   0.745 eV Å⁻¹
LUMO energy   0.0242 hartree
Relative energy (zero: lowest compared OMol25 entry of this formula, charge and spin)   77.09 kcal/mol
E_HOMO   -7.78 eV
HOMO-LUMO gap   8.443 eV

***

A cluster of 8 separate species, C6H27NO8 in total in a non-equilibrium geometry, computed with the ωB97M-V functional and the def2-TZVPD basis.

Structure (ORCA input):
```
! RIJCOSX wB97M-V def2-TZVPD def2/J DEFGRID3
* xyz 0 1
C -0.15 2.45 -2.12
C 0.62 1.15 -1.74
C -0.08 0.45 -0.60
O -0.94 -0.41 -0.83
N 0.45 0.59 0.65
C -0.06 0.26 1.98
C 0.04 -1.24 2.20
C -1.53 0.71 2.19
H 0.31 2.93 -2.98
H -1.22 2.40 -2.30
H -0.01 3.26 -1.37
H 1.57 1.47 -1.31
H 0.82 0.64 -2.68
H 1.11 1.39 0.72
H 0.55 0.89 2.65
H 1.04 -1.43 2.71
H -0.61 -1.59 2.99
H -0.25 -1.69 1.23
H -1.77 1.67 1.69
H -1.76 0.81 3.26
H -2.24 -0.02 1.82
O -1.64 3.66 0.74
H -1.72 3.41 -0.19
H -1.14 2.93 1.13
O 0.90 -3.78 -0.29
H 0.50 -4.49 -0.82
H 0.13 -3.17 -0.30
O -1.67 -3.03 -0.35
H -2.35 -3.14 -1.04
H -1.57 -2.06 -0.23
O 0.91 3.63 1.34
H 0.83 3.96 2.25
H 0.22 4.19 0.90
O 3.43 -1.43 0.79
H 3.79 -2.31 0.87
H 2.48 -1.37 0.89
O 1.93 -2.07 -2.09
H 1.43 -2.66 -1.48
H 2.60 -1.61 -1.57
O -1.86 -1.57 -3.16
H -1.72 -2.52 -3.17
H -1.35 -1.26 -2.39
*
```

Largest force on an atom   3.177 eV Å⁻¹
LUMO energy   0.0106 hartree
Relative energy (zero: lowest compared OMol25 entry of this formula, charge and spin)   32.55 kcal/mol
E_HOMO   -10.39 eV
HOMO-LUMO gap   10.679 eV

***

A cluster of 2 separate species, C9H14N3 in total in a non-equilibrium geometry, computed with the ωB97M-V functional and the def2-TZVPD basis.

Structure (ORCA input):
```
! RIJCOSX wB97M-V def2-TZVPD def2/J DEFGRID3
* xyz 1 1
C 1.07 0.37 -2.75
C -0.23 0.94 -3.11
C 1.20 -0.31 -1.60
C -1.26 1.00 -2.20
C 0.14 -0.28 -0.60
C -1.07 0.46 -0.90
C -1.94 0.24 1.35
C 0.21 -1.29 0.34
C -3.26 0.13 2.12
N -2.03 0.67 0.11
N 1.21 -1.61 1.07
N 3.75 -0.33 1.42
H 1.89 0.43 -3.47
H -0.37 1.55 -3.94
H 2.08 -0.65 -1.21
H -2.25 1.36 -2.62
H -0.95 -0.06 1.63
H -3.04 -0.12 3.10
H -3.74 -0.74 1.60
H -3.86 1.03 2.21
H -2.93 1.11 -0.14
H 1.22 -2.54 1.51
H 2.09 -1.00 1.21
H 4.31 -0.94 2.06
H 3.38 0.46 2.01
H 4.40 0.12 0.82
*
```

Largest force on an atom   3.365 eV Å⁻¹
LUMO energy (spin up / spin down)   -0.1471 / -0.1471 hartree
Relative energy (zero: lowest compared OMol25 entry of this formula, charge and spin)   62.10 kcal/mol
E_HOMO (spin up / spin down)   -10.92 / -10.92 eV
HOMO-LUMO gap (spin up / spin down)   6.920 / 6.922 eV

***

A cluster of 3 separate species, C31H58N2O12P2 in total in a non-equilibrium geometry, computed with the ωB97M-V functional and the def2-TZVPD basis.

Structure (ORCA input):
```
! RIJCOSX wB97M-V def2-TZVPD def2/J DEFGRID3
* xyz 0 1
C 1.54 6.19 -5.38
C 0.52 5.28 -4.66
C 0.06 4.15 -5.56
N -0.60 3.00 -4.87
C -1.18 3.25 -3.59
C -0.64 2.60 -2.45
O 0.37 1.68 -2.57
C 1.70 2.21 -2.62
C 2.56 1.87 -1.38
C 1.88 0.89 -0.41
C 3.93 1.31 -1.85
C 5.13 1.84 -1.06
C 5.05 1.48 0.43
C 6.42 1.23 -1.63
C -1.16 2.83 -1.18
C -2.24 3.69 -0.96
O -2.74 3.96 0.28
C -3.13 2.84 1.05
C -2.94 3.15 2.55
C -3.43 4.59 2.78
C -1.43 3.07 2.88
C -0.95 1.79 3.61
C 0.52 1.56 3.22
C -1.75 0.51 3.25
C -2.80 4.31 -2.08
C -2.28 4.08 -3.34
C -3.11 4.88 -4.30
O -2.85 5.24 -5.40
N -4.31 5.28 -3.61
C -3.95 5.24 -2.19
O -4.50 5.87 -1.35
H 2.06 5.67 -6.18
H 1.07 7.10 -5.73
H 2.30 6.50 -4.66
H -0.34 5.91 -4.44
H 0.95 4.94 -3.73
H -0.57 4.55 -6.34
H 0.95 3.74 -6.05
H -1.35 2.70 -5.49
H 2.15 1.81 -3.52
H 1.65 3.29 -2.72
H 2.80 2.80 -0.86
H 0.81 0.99 -0.36
H 2.25 1.11 0.59
H 2.19 -0.13 -0.60
H 4.10 1.57 -2.89
H 3.96 0.23 -1.78
H 5.20 2.93 -1.16
H 4.55 2.26 1.00
H 4.48 0.57 0.57
H 6.04 1.33 0.86
H 7.25 1.90 -1.43
H 6.36 1.12 -2.71
H 6.60 0.27 -1.17
H -0.71 2.33 -0.33
H -4.17 2.58 0.87
H -2.53 1.96 0.81
H -3.53 2.45 3.14
H -4.31 4.82 2.18
H -2.63 5.29 2.55
H -3.69 4.74 3.83
H -0.87 3.20 1.95
H -1.18 3.92 3.51
H -1.01 1.98 4.68
H 1.05 2.51 3.17
H 0.56 1.14 2.22
H 1.03 0.91 3.93
H -1.05 -0.30 3.10
H -2.31 0.61 2.33
H -2.40 0.23 4.07
H -5.04 4.57 -3.68
C 0.16 -2.09 0.35
O 0.03 -2.74 1.62
P 1.35 -3.15 2.42
O 2.51 -2.31 2.14
O 1.53 -4.70 2.14
C 1.86 -5.11 0.80
O 0.87 -3.14 3.92
C -0.18 -4.02 4.35
H -0.18 -1.06 0.45
H 1.19 -2.09 0.00
H -0.46 -2.61 -0.38
H 2.59 -4.43 0.35
H 0.96 -5.15 0.20
H 2.28 -6.11 0.86
H -0.72 -4.44 3.51
H -0.87 -3.43 4.96
H 0.25 -4.81 4.95
C -0.72 -8.44 3.81
O -1.33 -9.12 2.70
P -1.05 -8.61 1.22
O 0.23 -7.94 1.04
O -2.33 -7.75 0.84
C -2.54 -6.52 1.54
O -1.26 -9.90 0.35
C -2.53 -10.59 0.34
H 0.01 -9.11 4.27
H -0.21 -7.53 3.50
H -1.49 -8.20 4.53
H -1.60 -5.99 1.69
H -3.01 -6.71 2.51
H -3.20 -5.90 0.94
H -3.17 -10.26 1.15
H -2.33 -11.65 0.44
H -3.02 -10.40 -0.61
*
```

Largest force on an atom   1.721 eV Å⁻¹
LUMO energy   -0.0057 hartree
E_HOMO   -9.12 eV
HOMO-LUMO gap   8.967 eV

***

What DFT total energy values result from the calculations? In sequence: -2025.58502; -285.08123; -1119.05552; -901.47539; -515.27286; -2911.25723 Ha.